This record from OMol25 describes a structure of composition C35H27AsF6N3O4PSSe3Zr. The level of theory is the ωB97M-V functional and the def2-TZVPD basis.

Positions of all 82 atoms, in Å:
1 Zr 0.91556 0.00634 -0.91041
2 C 4.17308 1.18103 -1.26719
3 O 2.96990 1.02323 -2.03912
4 C 3.14959 0.75005 -3.37413
5 C 4.36620 0.83377 -4.03137
6 C 4.42409 0.52808 -5.38376
7 C 3.28518 0.15286 -6.08008
8 C 2.06946 0.08692 -5.42348
9 C 2.00536 0.37872 -4.07116
10 N 0.80761 0.33629 -3.30471
11 N -0.23083 0.49713 -3.99253
12 C -1.41745 0.79013 -3.36359
13 C -1.42886 1.46299 -2.13396
14 O -0.36537 1.55357 -1.38387
15 C -2.64001 2.07386 -1.69372
16 C -3.78972 1.89591 -2.38795
17 C -3.82782 1.14376 -3.60191
18 C -5.03284 0.94005 -4.30530
19 C -5.04517 0.23559 -5.47938
20 C -3.84590 -0.28879 -5.99138
21 C -2.66133 -0.10801 -5.32528
22 C -2.62667 0.61615 -4.11666
23 H 4.66370 2.11310 -1.54532
24 H 3.86124 1.22106 -0.23095
25 H 4.82935 0.32747 -1.43063
26 H 5.26457 1.12308 -3.50841
27 H 5.37723 0.58043 -5.89287
28 H 3.34600 -0.09536 -7.13065
29 H 1.16662 -0.20807 -5.93789
30 H -2.60646 2.63249 -0.76811
31 H -4.71437 2.32744 -2.02221
32 H -5.94924 1.35261 -3.90025
33 H -5.97301 0.08156 -6.01407
34 H -3.85910 -0.84565 -6.91943
35 H -1.74233 -0.52268 -5.71611
36 Se -1.64185 0.80279 1.61405
37 P -1.15031 -0.93132 2.70829
38 Se -0.08454 -2.44815 1.43362
39 C -0.16815 -0.58967 4.19385
40 C 0.77379 -1.49526 4.67130
41 C 1.45374 -1.22697 5.85079
42 C 1.19317 -0.06054 6.55400
43 C 0.26222 0.84981 6.07269
44 C -0.41161 0.59347 4.88974
45 C -2.55047 -1.95583 3.24380
46 C -3.83668 -1.66830 2.80074
47 C -4.88996 -2.49895 3.15267
48 C -4.66140 -3.61955 3.93939
49 C -3.37824 -3.90779 4.38337
50 C -2.32327 -3.07592 4.04119
51 H 0.99576 -2.39369 4.10831
52 H 2.19280 -1.92910 6.21466
53 H 1.72788 0.15027 7.47125
54 H 0.07946 1.77096 6.60752
55 H -1.11877 1.31125 4.49397
56 H -3.99927 -0.78833 2.18952
57 H -5.89200 -2.26865 2.81459
58 H -5.48479 -4.26679 4.21207
59 H -3.19864 -4.77755 5.00150
60 H -1.32655 -3.29443 4.40640
61 S -2.77258 -1.68344 -1.26365
62 C -1.40659 -1.06106 -1.11709
63 F 0.85998 -2.16325 -1.99816
64 As 2.48812 -2.96036 -1.92164
65 F 2.08304 -3.59042 -0.37988
66 F 2.90407 -1.37825 -1.14985
67 F 4.10029 -3.49600 -1.77087
68 F 2.83271 -2.23995 -3.44250
69 F 1.87470 -4.35605 -2.68790
70 O 1.66895 1.29877 0.34740
71 O 0.93319 -1.25740 0.64797
72 Se 1.65297 3.05842 0.50610
73 C 1.91250 3.08129 2.38790
74 C 1.42882 4.14282 3.13903
75 C 1.69992 4.16264 4.49945
76 N 2.37221 3.20912 5.13740
77 C 2.79845 2.18049 4.40437
78 C 2.60605 2.06860 3.03799
79 H 0.84598 4.93537 2.68669
80 H 1.34609 4.98875 5.10791
81 H 3.32363 1.39713 4.94052
82 H 2.96692 1.20390 2.49743

Force components x, y, z for each atom (eV/Å):
0.38 -0.14 0.37
-0.01 0.02 0.01
-0.06 -0.04 0.00
0.01 -0.02 -0.05
0.01 -0.01 0.01
0.01 0.01 0.00
-0.02 -0.01 -0.01
0.02 0.01 0.01
0.01 -0.04 -0.01
-0.08 -0.02 -0.04
0.03 0.03 0.02
0.00 0.02 0.04
-0.04 -0.03 -0.04
-0.09 0.12 0.07
-0.02 0.02 -0.01
0.01 0.01 0.02
0.01 -0.02 -0.03
0.01 0.00 0.00
-0.01 0.00 0.00
0.01 -0.01 -0.01
0.00 0.00 0.00
-0.04 0.02 0.01
0.00 0.00 -0.01
0.00 0.01 0.00
0.00 0.00 0.01
-0.01 0.00 0.00
0.00 0.00 0.00
0.00 0.00 0.00
0.00 0.00 0.00
0.00 0.00 0.00
0.00 0.00 0.00
0.00 0.00 0.00
0.00 0.00 0.00
0.00 0.00 0.00
0.00 0.00 0.00
0.00 -0.03 0.03
-0.08 0.01 -0.04
0.11 0.03 0.14
0.00 0.01 -0.01
0.04 0.01 -0.04
0.01 0.00 0.01
-0.02 -0.01 0.02
-0.02 -0.03 -0.03
-0.02 -0.04 0.05
0.01 0.03 -0.01
0.00 0.01 -0.03
-0.01 -0.01 0.01
0.01 0.01 -0.01
-0.01 0.00 0.00
0.03 -0.01 0.03
0.00 0.01 0.01
0.00 0.00 0.00
0.00 0.00 0.00
0.01 0.03 0.00
-0.01 0.01 -0.01
0.00 -0.01 0.00
0.00 0.00 0.00
0.00 0.00 0.00
0.00 0.00 0.00
-0.01 0.00 0.00
-0.01 -0.07 -0.02
0.06 0.07 -0.05
0.12 -0.11 -0.08
-0.04 -0.03 -0.04
-0.01 0.03 -0.01
-0.02 -0.10 -0.07
-0.02 0.01 0.03
0.01 -0.01 0.00
0.00 0.01 0.01
0.11 0.09 -0.15
-0.30 0.07 -0.26
-0.13 0.07 0.11
0.04 -0.02 0.05
0.06 0.04 -0.01
0.00 0.02 0.01
0.00 -0.01 0.01
-0.01 0.01 0.00
-0.06 -0.04 -0.02
0.01 0.00 0.01
0.00 -0.01 0.00
0.01 0.01 -0.01
0.00 0.01 0.00

Output
* E_HOMO: -0.2941 hartree
* total charge: 0
* relative energy (zero: lowest compared OMol25 entry of this formula, charge and spin): 0.00 kJ/mol
* LUMO energy: -1.03 eV
* E_tot: -343986.5368 eV

Atom charges from the Mulliken analysis, given in e for atoms 1 to 2: Zr 1.9173; C -0.9471

This record from OMol25 describes a structure of composition C35H27AsMnN2O2S. The level of theory is the ωB97M-V functional and the def2-TZVPD basis.

Positions of all 69 atoms, in Å:
1 Mn -0.56497 1.44077 -1.36245
2 C 1.93743 3.00696 -2.60012
3 O 1.09164 2.74828 -1.45680
4 C 1.61160 3.01462 -0.19591
5 C 2.83177 3.62789 0.01866
6 C 3.23853 3.85887 1.32792
7 C 2.43776 3.48262 2.39606
8 C 1.21583 2.86857 2.17111
9 C 0.80405 2.62790 0.87106
10 N -0.42399 1.98696 0.52206
11 N -1.22887 1.77415 1.48425
12 C -2.44112 1.23777 1.29639
13 C -3.02456 1.03525 0.01706
14 O -2.39755 1.24534 -1.09619
15 C -4.37922 0.60587 -0.07637
16 C -5.07967 0.33492 1.04953
17 C -4.52206 0.46877 2.36069
18 C -5.27904 0.14640 3.50090
19 C -4.73539 0.27946 4.75337
20 C -3.41949 0.74025 4.89016
21 C -2.66219 1.05920 3.78725
22 C -3.20301 0.93142 2.49969
23 H 2.87485 2.46336 -2.48565
24 H 2.11251 4.07866 -2.67504
25 H 1.38369 2.64450 -3.45929
26 H 3.45695 3.93648 -0.80498
27 H 4.18858 4.34303 1.50576
28 H 2.76306 3.66789 3.40972
29 H 0.57930 2.56997 2.99056
30 H -4.80333 0.48890 -1.06252
31 H -6.10506 -0.00625 0.96763
32 H -6.29431 -0.20712 3.37477
33 H -5.31599 0.03183 5.63098
34 H -2.99026 0.84686 5.87755
35 H -1.64739 1.40950 3.90748
36 S -0.62675 0.76573 -3.51983
37 C 0.69397 -0.37607 -3.86307
38 C 0.94266 -0.64854 -5.20873
39 C 1.93066 -1.54992 -5.56658
40 C 2.68349 -2.19827 -4.59618
41 C 2.43458 -1.94470 -3.25692
42 C 1.43841 -1.04550 -2.89134
43 As 1.03515 -0.62624 -1.06424
44 C -0.55147 -1.67766 -0.66065
45 C -0.99374 -1.66438 0.66098
46 C -2.16421 -2.32121 1.00927
47 C -2.89741 -2.98575 0.03483
48 C -2.45851 -2.99598 -1.28126
49 C -1.28481 -2.34265 -1.63404
50 C 2.40745 -1.43935 -0.00130
51 C 2.35900 -2.79414 0.31037
52 C 3.39225 -3.36022 1.04235
53 C 4.46098 -2.58008 1.46311
54 C 4.50279 -1.22749 1.15791
55 C 3.47291 -0.65339 0.42572
56 H 0.36205 -0.14752 -5.97213
57 H 2.11598 -1.74349 -6.61449
58 H 3.45628 -2.89823 -4.88119
59 H 3.01544 -2.44891 -2.49401
60 H -0.42338 -1.15018 1.42920
61 H -2.50207 -2.31225 2.03771
62 H -3.81036 -3.49975 0.30351
63 H -3.02945 -3.51571 -2.03901
64 H -0.95186 -2.34892 -2.66489
65 H 1.52387 -3.40588 -0.00942
66 H 3.36146 -4.41385 1.28511
67 H 5.26175 -3.02840 2.03514
68 H 5.33142 -0.61800 1.49176
69 H 3.50138 0.40705 0.19700

Force components x, y, z for each atom (eV/Å):
0.45 -0.28 0.08
-0.05 0.01 0.08
-0.04 0.14 0.01
0.06 0.01 -0.01
-0.05 -0.03 0.04
-0.01 -0.01 0.01
0.00 0.00 -0.03
0.06 0.02 0.02
-0.16 -0.08 -0.11
0.18 0.10 0.16
-0.13 -0.06 -0.10
0.10 0.05 0.20
-0.02 -0.08 -0.33
-0.16 0.15 0.09
0.05 0.02 0.17
-0.04 -0.02 -0.04
-0.03 0.00 0.00
0.05 0.02 0.00
0.02 0.01 0.01
-0.01 -0.01 0.03
-0.02 -0.01 -0.03
0.02 0.01 -0.05
-0.01 -0.01 -0.04
0.02 -0.02 -0.02
0.03 0.02 -0.01
0.01 0.01 -0.01
0.01 0.00 0.00
0.01 0.00 0.01
-0.01 0.00 0.00
0.01 0.01 -0.04
-0.01 -0.01 0.00
-0.02 0.00 -0.01
0.00 0.00 0.01
-0.01 0.00 0.01
0.00 0.00 0.00
-0.02 -0.09 0.01
-0.02 0.08 -0.13
0.02 0.00 0.02
0.02 -0.02 0.00
-0.01 0.01 0.03
0.01 -0.02 -0.06
0.05 -0.02 0.07
-0.61 0.03 -0.20
0.19 -0.07 0.08
-0.03 0.00 0.03
0.00 -0.01 -0.01
0.01 0.01 0.02
0.00 0.00 -0.02
-0.02 0.01 -0.03
0.08 0.14 0.06
0.03 -0.01 0.01
-0.01 -0.02 0.00
0.00 0.01 0.00
-0.04 0.01 -0.03
0.04 0.01 0.04
-0.01 0.01 0.01
0.01 0.00 -0.01
0.01 -0.01 0.00
-0.01 0.01 0.02
0.02 0.00 -0.02
-0.01 0.00 0.01
-0.02 -0.01 0.00
0.00 -0.01 -0.01
0.01 0.00 0.01
-0.01 0.03 -0.01
0.00 -0.01 0.00
0.01 -0.01 0.01
0.01 0.00 0.01
-0.02 -0.01 0.00

Output
* E_HOMO (alpha / beta): -0.3898 / -0.3981 hartree
* expectation value of S²: 6.104
* multiplicity: 5
* total charge: +1
* relative energy (zero: lowest compared OMol25 entry of this formula, charge and spin): 0.00 kJ/mol
* LUMO energy (alpha / beta): -4.28 / -4.24 eV
* E_tot: -146797.4269 eV

Atom charges from the natural (NBO) analysis, given in e for atoms 1 to 2: Mn 1.3520; C -0.2552

This record from OMol25 describes a structure of composition C35H27BrF5N3O3PRbS. The level of theory is the ωB97M-V functional and the def2-TZVPD basis.

Positions of all 77 atoms, in Å:
1 Rb 0.97192 0.64681 -0.44681
2 C -5.52438 0.34930 -4.84989
3 C -5.40033 -0.69058 -3.73864
4 C -6.73413 -1.06409 -3.11378
5 C -7.33312 0.12693 -2.37592
6 C -6.33182 0.70253 -1.39788
7 C -6.75079 1.40994 -0.29502
8 C -5.81960 1.91254 0.60773
9 F -6.27099 2.59458 1.68185
10 C -4.48431 1.72499 0.44202
11 C -4.02027 1.01819 -0.67043
12 C -2.56299 0.83073 -0.84092
13 O -1.73644 1.27336 -0.01669
14 C -2.19317 0.07674 -2.01182
15 C -3.14291 -0.40020 -2.84336
16 N -4.48169 -0.22184 -2.67946
17 C -4.94369 0.50030 -1.59164
18 C -0.71230 -0.14208 -2.26098
19 O -0.09263 0.86047 -2.69259
20 O -0.23075 -1.23509 -1.88224
21 H -6.22524 0.00867 -5.61801
22 H -4.55400 0.52092 -5.32018
23 H -5.87561 1.30635 -4.45518
24 H -4.95103 -1.59165 -4.15036
25 H -6.57357 -1.88417 -2.40909
26 H -7.40583 -1.42350 -3.89341
27 H -8.23312 -0.17395 -1.83942
28 H -7.64065 0.89576 -3.09044
29 H -7.80987 1.56917 -0.11494
30 H -3.75855 2.09483 1.14642
31 H -2.86992 -0.98165 -3.71849
32 F 2.94680 -6.15281 3.27649
33 C 3.13659 -5.02178 2.61330
34 C 4.37064 -4.72968 2.08723
35 F 5.37455 -5.57987 2.25861
36 C 4.56888 -3.54510 1.40681
37 F 5.81941 -3.32395 1.00273
38 C 3.54685 -2.63099 1.19401
39 P 3.65902 -1.09750 0.15987
40 C 4.23741 0.13369 1.38611
41 C 4.09964 1.47924 1.03968
42 C 4.52600 2.48351 1.89967
43 C 5.08472 2.15157 3.12477
44 C 5.21428 0.81550 3.48769
45 C 4.79672 -0.18734 2.62245
46 C 5.14021 -1.38345 -0.87958
47 C 6.35657 -0.72865 -0.71694
48 C 7.40474 -0.97352 -1.59896
49 C 7.24644 -1.87418 -2.64380
50 C 6.02789 -2.51864 -2.82073
51 C 4.97682 -2.26021 -1.95300
52 C 2.30951 -2.94612 1.77023
53 Br 0.86648 -1.74272 1.71037
54 C 2.10786 -4.11844 2.46552
55 F 0.93345 -4.41663 3.01593
56 H 3.65844 1.74838 0.08530
57 H 4.39522 3.52290 1.62258
58 H 5.40140 2.93362 3.80719
59 H 5.64449 0.55237 4.44804
60 H 4.90479 -1.22491 2.91751
61 H 6.49589 -0.03477 0.10355
62 H 8.35111 -0.46192 -1.46283
63 H 8.06751 -2.06745 -3.32536
64 H 5.89138 -3.20926 -3.64497
65 H 4.01498 -2.74058 -2.11146
66 S 1.25085 1.97999 2.71535
67 C -0.26345 2.67576 2.90739
68 N -0.66750 3.85026 2.38846
69 C -2.06572 4.17677 2.66489
70 C -2.51346 2.99008 3.54678
71 N -1.28024 2.20546 3.65945
72 H -0.13892 4.27571 1.65172
73 H -2.63807 4.25470 1.74605
74 H -2.15203 5.12124 3.19698
75 H -3.31476 2.41255 3.08931
76 H -2.85573 3.32861 4.52145
77 H -1.24586 1.26423 4.00378

Force components x, y, z for each atom (eV/Å):
1.05 0.96 1.30
0.04 0.06 0.03
0.08 0.17 0.11
-0.01 0.03 0.13
0.12 0.02 0.07
-0.05 -0.08 -0.10
-0.15 -0.02 -0.02
-0.08 -0.01 -0.04
-0.06 0.06 0.10
0.14 0.00 -0.01
0.19 -0.06 -0.07
0.08 0.02 0.19
-0.67 -0.16 -0.32
-0.01 0.12 0.06
-0.06 -0.09 -0.11
-0.16 0.04 -0.04
0.02 -0.09 -0.19
-0.29 -0.30 -0.66
-0.55 -0.33 -0.66
-0.32 0.21 -0.32
0.07 0.02 0.09
-0.06 0.00 0.02
0.02 -0.08 -0.05
0.10 -0.09 -0.01
-0.02 0.00 -0.02
-0.02 0.01 0.00
-0.01 0.01 0.02
0.02 0.00 0.01
0.11 -0.01 0.00
0.07 0.07 0.03
0.00 0.04 0.05
-0.04 -0.18 0.10
0.01 -0.13 0.05
0.06 -0.08 0.03
0.20 -0.15 0.02
0.03 0.15 -0.07
0.10 0.14 -0.16
-0.03 0.10 -0.06
0.48 -0.22 0.22
0.06 0.02 0.00
0.14 -0.06 0.07
0.02 -0.06 -0.07
-0.01 -0.02 0.04
0.00 0.00 -0.04
0.00 0.05 0.04
-0.06 -0.03 -0.04
0.10 -0.04 -0.03
-0.06 0.01 0.05
-0.02 0.01 0.02
-0.01 0.03 0.02
-0.02 -0.03 -0.03
-0.03 0.17 -0.07
-0.09 -0.28 0.24
-0.17 0.05 0.02
-0.10 0.03 0.02
0.05 0.03 0.01
0.01 -0.07 0.01
-0.02 -0.08 -0.07
-0.04 0.02 -0.07
0.00 0.04 -0.01
0.00 -0.02 -0.01
-0.06 -0.03 0.00
-0.06 0.02 0.05
0.00 0.03 0.05
0.06 0.02 0.00
-0.36 0.14 0.01
-0.17 0.08 0.16
-0.12 0.17 -0.11
0.26 -0.22 0.04
0.33 -0.10 -0.07
-0.13 -0.03 0.00
0.09 0.06 -0.03
-0.10 -0.08 -0.16
0.06 0.07 0.05
0.02 -0.05 0.01
0.02 -0.01 0.10
0.01 -0.04 0.06

Output
* E_HOMO: -0.2845 hartree
* total charge: 0
* relative energy (zero: lowest compared OMol25 entry of this formula, charge and spin): 0.00 kJ/mol
* LUMO energy: 0.27 eV
* E_tot: -151757.2711 eV

Atom charges from the Mulliken analysis, given in e for atoms 1 to 2: Rb 0.8305; C -1.3596

Question: Which of these has the highest total charge?
Answer: C35H27AsMnN2O2S

Question: Which formula does entry 1 have?
Answer: C35H27AsF6N3O4PSSe3Zr

Question: The highest E_tot belongs to which entry?
Answer: C35H27AsMnN2O2S